This record from the Open Molecules 2025 dataset describes C22H31LaN3P2S as an isolated structure in a non-equilibrium geometry. The level of theory is ωB97M-V with the def2-TZVPD basis set.

Geometry as XYZ:
```
60
Properties=species:S:1:pos:R:3:forces:R:3
H 1.495420 3.764868 2.336761 0.013 -0.337 -0.141
H 1.530212 4.460462 -0.243578 -0.050 -0.427 -0.155
H 4.520165 -2.054324 -0.962368 -0.190 0.221 1.220
N -1.556725 0.227377 0.015052 -4.751 0.397 -0.491
C 1.531235 0.933315 -3.457956 0.036 0.167 -0.118
C -3.298615 -1.475638 -0.157266 0.279 0.023 -0.502
H 1.265328 1.997952 -3.361282 0.138 -0.343 -0.119
H 0.841724 3.469166 -1.576657 0.262 0.093 0.264
C -2.239370 -0.624955 -2.201580 -0.374 -0.408 0.602
C -1.906043 2.060624 1.596432 -0.625 -0.595 0.329
H -1.406609 3.004485 -0.271318 0.055 0.072 0.361
H -4.266874 -1.900883 1.742534 0.350 0.188 -0.166
C -1.011180 2.939824 0.761164 0.110 0.239 -0.232
H 6.103699 -3.049559 0.770797 -0.571 -0.435 0.160
H -4.844130 -2.954688 -0.436043 0.293 0.273 -0.214
La 0.530695 0.142398 0.027437 4.508 -11.826 -2.839
S 3.392066 0.280781 0.398276 -0.054 1.904 -0.895
C 0.706480 -1.783878 -3.012329 -0.181 -0.082 -0.449
H -1.459229 1.358746 -2.561451 -0.093 -0.294 -0.197
H -3.922284 2.153958 4.373543 0.210 -0.172 -0.395
H 0.387880 0.148977 1.655124 -0.845 -0.883 9.535
C -3.135444 -0.045903 1.865866 0.398 0.476 0.005
H 2.582662 0.808839 -3.149080 -0.371 0.054 -0.147
N 3.915019 -1.571615 2.233566 -0.206 0.500 -2.644
C -3.335004 -1.455472 1.355854 -0.019 -0.138 0.137
C -3.759114 0.472500 3.007909 0.237 0.200 -0.099
C -2.192418 0.738019 1.159770 -0.924 0.566 1.021
C -3.042030 -1.504053 -2.950121 -0.014 0.059 0.214
C 3.793973 -1.211094 0.890304 2.330 -1.752 1.184
H 1.779117 -2.036073 -2.969171 -0.386 0.100 -0.026
H 2.645600 2.410213 2.018792 -0.492 0.146 0.034
H -0.950148 3.960878 1.178195 0.024 -0.383 -0.160
H 2.473347 3.090131 -0.937984 -0.324 0.189 0.085
P 0.454261 -0.076480 -2.345907 -0.287 -2.510 -10.650
H -2.293624 3.559870 3.103861 -0.100 -0.416 -0.124
H 0.147286 -2.491517 -2.377670 0.187 0.203 -0.303
P 0.710577 2.271724 0.544394 1.204 14.325 4.523
C 1.582620 2.687998 2.109348 0.100 0.268 0.435
C -3.443527 1.758726 3.471804 0.109 -0.202 -0.275
C -2.343827 -0.627495 -0.781495 -1.108 -0.617 -0.480
C -1.281723 0.315170 -2.886250 0.214 0.264 0.011
H -4.482904 -0.146496 3.551424 0.287 0.266 -0.229
C 1.464533 3.442896 -0.668049 -0.020 0.052 -0.229
C 5.002774 -3.177041 0.866896 1.150 -0.825 -0.005
H 3.569010 -1.023604 3.035897 0.220 -0.417 -1.144
H -2.495440 -2.081534 1.734711 -0.337 0.244 -0.132
C -2.519862 2.541847 2.764377 0.006 -0.199 -0.251
H 4.712034 -4.201791 0.559761 0.241 0.593 0.181
C 4.553642 -2.861124 2.317715 0.062 -1.055 0.798
H 1.417768 0.624172 -4.511866 0.023 0.165 0.409
C -3.978984 -2.341168 -2.331420 0.213 0.245 0.220
H -1.381818 0.257937 -3.984445 0.123 0.057 0.415
H 5.433814 -2.839333 2.997465 -0.695 -0.093 -0.355
N 4.389075 -2.158183 0.054135 -1.843 1.167 1.559
H -2.947151 -1.502124 -4.042760 -0.058 -0.015 0.442
C -4.111399 -2.308736 -0.934392 0.216 0.109 -0.125
H 1.129709 2.091091 2.916828 0.187 0.285 -0.351
H 0.347440 -1.871113 -4.053204 0.195 -0.105 0.358
H 3.803049 -3.592478 2.682466 0.666 0.123 -0.119
H -4.606739 -3.006590 -2.932817 0.273 0.296 0.259
```
Positions in Å, forces in eV/Å.

As for the net charge: +1. The value obtained for the energy above the lowest of the compared OMol25 structures with the same formula, charge and spin is 623.0 kJ/mol. As for the frontier orbital gap (alpha / beta): 5.52 / 5.52 eV. The calculation puts the HOMO energy (alpha / beta) at -8.8 / -8.8 eV. Its total energy is -58045.1243 eV. For the maximum force, the calculation gives 15.1 eV/Å.

Here are the Löwdin charges for atoms 1 to 5, given in e: number 1, H, carries 0.0602; number 2, H, carries 0.0668; number 3, H, carries 0.1572; number 4, N, carries -0.2460; number 5, C, carries -0.2432

---

This record from the Open Molecules 2025 dataset describes C22H31N3O2 in the gas phase. The level of theory is ωB97M-V with the def2-TZVPD basis set.

Geometry as XYZ:
```
58
Properties=species:S:1:pos:R:3:forces:R:3
C -0.382624 0.699596 -1.462156 0.145 0.258 -0.160
H 2.158259 0.857193 1.942472 -0.106 0.008 0.075
H -1.112794 3.324368 -0.068879 0.022 0.086 -0.032
H -2.794701 -2.036792 0.756529 0.072 0.028 -0.013
C -1.068097 -2.925238 1.703047 -0.074 0.176 0.019
H -5.453246 1.138838 0.080669 -0.045 0.089 -0.021
C 3.878702 1.790196 1.074677 0.134 -0.005 -0.094
C -1.395680 1.661321 -2.097863 -0.085 -0.156 0.237
H 0.419942 0.458584 -2.166899 -0.015 0.045 0.131
C -3.831627 1.710314 1.400012 -0.099 0.051 0.026
H -3.686768 0.656718 1.646474 -0.040 -0.018 0.043
C -2.155638 3.008580 -0.028956 -0.001 -0.103 0.167
N 2.048545 -1.351047 0.553641 -0.116 -0.076 0.374
H -2.320219 -2.920773 -1.518172 -0.050 -0.061 -0.044
C 5.905571 2.801881 -0.026336 0.001 -0.047 -0.031
C 1.492891 -2.071428 -0.480103 0.147 -0.285 0.019
C 4.913865 0.604055 -0.716354 -0.089 0.041 0.126
C -0.289496 -3.597082 -1.072370 0.069 -0.046 -0.344
C -1.745504 -3.283190 -0.664486 0.009 0.095 0.091
H -1.462201 -1.067035 -1.777876 -0.011 -0.137 0.145
C -1.051676 -0.949788 0.218031 -0.565 -0.411 -0.182
C -2.461372 2.008208 -1.102592 0.061 0.078 -0.294
C -3.650951 1.420730 -1.052311 -0.110 0.071 -0.012
C -1.759452 -2.282237 0.493943 -0.021 -0.071 0.253
O -0.547770 -0.315967 1.133067 0.159 0.289 0.411
C 2.939809 0.783948 1.199179 -0.130 -0.211 -0.082
H 1.103818 -3.153384 1.934062 -0.037 -0.100 -0.051
C -2.462681 2.409620 1.352429 0.067 0.071 0.087
H -1.840735 1.186527 -2.975584 0.015 0.031 -0.071
H 0.056554 1.143401 -0.566623 0.045 -0.050 -0.112
C 3.985962 -0.411844 -0.598858 -0.016 -0.063 -0.047
H -1.682756 -3.733293 2.099938 -0.037 -0.011 -0.019
H 5.686808 0.529671 -1.468165 0.080 -0.023 -0.089
H -0.867220 2.559536 -2.421329 0.016 0.009 -0.094
H 5.887598 3.213941 -1.034690 0.049 0.090 -0.035
H -2.238980 -4.193608 -0.317365 -0.085 0.055 -0.049
C 4.879675 1.717206 0.115931 -0.013 0.082 0.042
N 0.623503 -3.058857 -0.090493 -0.030 -0.091 -0.049
H -0.953366 -2.169451 2.480215 -0.042 -0.106 -0.017
H 6.904797 2.405442 0.152121 0.090 0.058 0.012
H -0.024974 -3.145974 -2.030170 -0.058 -0.136 0.129
H -2.414519 3.203290 2.099551 0.025 -0.001 0.043
H -1.682077 1.686099 1.587968 0.003 0.077 0.031
H 1.427991 -1.174989 1.334940 0.012 -0.089 -0.171
O 1.746456 -1.891142 -1.656600 0.207 0.210 -0.284
H 4.023844 -1.265360 -1.254994 0.006 -0.055 -0.042
H -0.140856 -4.680000 -1.152910 0.000 0.074 -0.043
C 0.309913 -3.467075 1.257359 0.025 -0.079 0.308
H 0.292393 -4.563785 1.258082 0.076 0.081 0.063
H -3.963341 0.678889 -1.772810 0.051 -0.105 -0.203
C -4.579279 1.791218 0.059200 0.005 -0.102 0.158
N -1.030360 -0.523555 -1.050378 0.048 0.044 -0.319
H 5.721694 3.606815 0.680977 0.036 0.081 0.023
H -2.781544 3.894273 -0.179672 0.064 0.085 -0.034
H -4.931844 2.817659 -0.085505 -0.107 0.010 -0.004
H -4.457007 2.144987 2.181607 0.000 -0.064 0.058
H 3.828685 2.646260 1.732963 0.005 0.079 0.056
C 2.984100 -0.326468 0.362413 0.234 0.249 -0.083
```
Positions in Å, forces in eV/Å.

As for the SMILES: Cc1ccc(NC(=O)N2CCC(C(=O)NCCC3=CCCCC3)CC2)cc1. The value obtained for the energy above the lowest of the compared OMol25 structures with the same formula, charge and spin is 24.1 kJ/mol. As for the frontier orbital gap: 8.59 eV. The calculation puts the HOMO energy at -7.9 eV. Its total energy is -31884.1066 eV. For the maximum force, the calculation gives 0.7 eV/Å.

Here are the Löwdin charges for atoms 1 to 5, given in e: number 1, C, carries -0.1484; number 2, H, carries 0.1115; number 3, H, carries 0.1143; number 4, H, carries 0.1505; number 5, C, carries -0.1153

---

This record from the Open Molecules 2025 dataset describes C22H31N3O3 in the gas phase. The level of theory is ωB97M-V with the def2-TZVPD basis set.

Geometry as XYZ:
```
59
Properties=species:S:1:pos:R:3:forces:R:3
N -0.338386 1.311153 1.127477 -0.333 0.010 0.372
N 1.277261 -0.844732 -0.120526 0.131 0.172 -0.058
H -0.744452 -6.355125 -1.649460 -0.019 -0.073 -0.035
C -1.175830 -4.259558 -1.589822 -0.048 -0.011 -0.056
C -3.429855 -0.062603 -1.327550 -0.247 0.124 -0.139
C 0.826526 -4.106402 0.321163 -0.001 0.138 0.008
H 2.622493 2.520563 1.552954 0.016 0.028 -0.004
H -0.392994 0.399142 1.580565 0.181 0.079 -0.114
O -4.277273 1.610970 -2.873795 -0.003 -0.033 -0.105
H -5.165731 1.219421 -1.050587 -0.001 -0.040 -0.068
H 4.885723 1.495312 1.204905 0.116 -0.045 -0.093
H -1.619717 1.225299 -2.683908 0.028 0.103 -0.027
H -2.990117 -0.631958 -2.153571 -0.081 -0.068 0.003
C -1.529915 2.120447 1.119464 -0.192 0.083 -0.121
C -4.651514 0.692316 -1.869577 0.087 -0.273 0.172
H 3.226209 -0.366191 1.680281 -0.018 -0.055 -0.036
H -1.961470 -4.320312 -2.328453 -0.066 -0.003 -0.057
H 1.032018 -6.217098 0.054750 0.039 -0.069 0.025
H -1.386309 -2.141831 -1.308669 -0.069 0.130 -0.054
C 0.678579 1.546917 0.291110 0.202 -0.364 0.210
H 1.386135 2.080857 3.634557 -0.133 -0.013 0.055
C 2.472252 2.029234 3.624297 0.032 0.105 -0.275
H -3.746715 3.157018 -1.610810 0.011 -0.003 -0.072
H 1.597640 -4.042516 1.075201 0.074 0.000 0.079
H 4.896125 0.996159 2.897938 0.063 -0.103 0.065
H -1.297604 3.039650 0.577926 -0.060 -0.056 0.136
C 0.152974 -2.958120 -0.072555 -0.208 -0.201 0.075
C -2.715926 1.383647 0.485184 0.150 0.079 0.029
H 3.370402 1.687593 -0.710287 0.130 0.184 -0.030
C 1.789908 0.465282 0.321930 0.022 0.225 0.347
H 2.863648 2.982442 3.972650 0.030 0.104 0.102
C -2.070752 1.792429 -1.862812 -0.213 0.245 -0.167
C 0.504803 -5.325374 -0.250565 0.044 -0.049 0.021
H 3.443340 -0.161244 -2.565752 0.147 0.076 -0.150
N -2.397768 0.828315 -0.820099 0.015 -0.116 0.079
C 2.800035 0.779965 -0.744531 -0.141 -0.102 -0.064
C 0.453427 -1.641191 0.574336 -0.024 -0.167 -0.033
O 0.773885 2.535616 -0.412299 0.150 0.301 -0.294
H -3.733402 -0.756625 -0.541012 0.000 -0.050 -0.012
H -3.574198 2.075248 0.478353 0.023 -0.071 0.072
H -5.354362 0.001380 -2.338619 -0.008 0.009 0.106
C 2.979675 1.726486 2.215647 0.086 -0.143 0.158
H -1.797044 2.378779 2.149512 -0.022 0.074 -0.122
O -0.046964 -1.349358 1.656259 -0.101 -0.149 0.202
C 1.848445 -1.236973 -1.400555 0.104 -0.277 -0.568
C -0.493574 -5.402580 -1.206825 -0.025 -0.065 -0.035
H -3.043123 3.153445 -3.248387 0.020 0.048 0.096
H -1.329621 2.501927 -1.499636 0.047 0.004 -0.044
H 2.331733 -2.219327 -1.333261 -0.094 0.105 -0.055
H 1.074961 -1.295037 -2.176600 0.098 -0.066 0.033
H -2.973003 0.533785 1.125612 -0.090 0.066 0.006
C 4.507223 1.732149 2.196503 -0.238 0.149 -0.102
C -0.854500 -3.037919 -1.025318 0.093 0.046 0.093
H 2.790347 1.253860 4.318437 0.025 -0.105 0.106
C -3.306550 2.524264 -2.397198 0.312 -0.019 0.080
H 4.887269 2.710134 2.483324 0.106 0.090 0.034
C 2.425476 0.376748 1.721069 -0.120 0.157 0.030
H 1.673308 0.007931 2.417787 0.069 -0.027 -0.034
C 2.826849 -0.143808 -1.686152 -0.097 -0.123 0.230
```
Positions in Å, forces in eV/Å.

As for the SMILES: CC(C)C[C@@]1(C(=O)NCCN2CCOCC2)C=CCN1C(=O)c1ccccc1. The value obtained for the energy above the lowest of the compared OMol25 structures with the same formula, charge and spin is 272.8 kJ/mol. As for the frontier orbital gap: 8.90 eV. The calculation puts the HOMO energy at -8.2 eV. Its total energy is -33930.2045 eV. For the maximum force, the calculation gives 0.6 eV/Å.

Here are the Löwdin charges for atoms 1 to 5, given in e: number 1, N, carries 0.1047; number 2, N, carries 0.0657; number 3, H, carries 0.1020; number 4, C, carries -0.0703; number 5, C, carries -0.1778

---

Q: Which of these has the lowest energy above the lowest of the compared OMol25 structures with the same formula, charge and spin?
A: C22H31N3O2